A gas-phase ion, C11H14N3O (charge +1) at a distorted geometry. Source: the Open Molecules 2025 dataset; level of theory: ωB97M-V/def2-TZVPD.

Geometry as XYZ:
```
29
Properties=species:S:1:pos:R:3:lowdin_charge:R:1
C 0.137 0.014 -3.558 -0.058
C -0.242 -1.056 -2.819 -0.086
C 0.689 1.190 -2.911 -0.001
C -0.054 -1.119 -1.439 -0.014
C 0.783 1.236 -1.497 -0.009
C 0.525 0.008 -0.844 -0.157
C -0.191 -1.110 1.313 -0.264
C -0.210 1.271 1.175 -0.398
C 0.664 0.007 0.717 -0.232
C 0.315 -2.480 1.595 -0.005
C -2.588 1.456 1.829 0.024
N -1.326 -0.616 1.720 0.203
N -1.392 0.757 1.533 -0.093
N 2.077 0.276 1.018 0.270
O 0.164 2.398 1.149 0.137
H -0.108 0.174 -4.587 0.107
H -0.865 -1.963 -3.317 0.170
H 1.008 2.007 -3.516 0.101
H -0.144 -1.997 -0.743 0.117
H 1.038 2.125 -1.063 0.081
H 0.759 -2.497 2.523 0.065
H 0.871 -3.031 0.843 0.098
H -0.581 -3.034 1.694 0.088
H -3.168 0.709 2.299 0.089
H -2.237 2.135 2.542 0.091
H -3.180 1.833 1.035 0.099
H 2.145 1.317 1.193 0.185
H 2.679 0.085 0.195 0.192
H 2.432 -0.095 1.923 0.198
```

Total charge: +1
SMILES: CC1=NN(C)C(=O)[C@]1([NH3+])c1ccccc1
Highest occupied orbital energy in eV: -12.75
HOMO-LUMO gap in eV: 9.2
Electronic energy in hartree: -666.752970
Energy above the lowest of the compared OMol25 structures with the same formula, charge and spin in kcal per mole: 54.4
LUMO energy in eV: -3.58

---

2 unconnected molecules or ions with the total composition C20H33BrIN2O7 at a distorted geometry. Source: the Open Molecules 2025 dataset; level of theory: ωB97M-V/def2-TZVPD.

Geometry as XYZ:
```
64
Properties=species:S:1:pos:R:3:lowdin_charge:R:1
C -0.052 -3.387 1.483 0.025
C 0.712 -2.840 0.317 -0.506
O 0.586 -3.303 -0.790 0.112
O 1.578 -1.788 0.517 -0.011
C 0.979 -0.615 1.038 -0.200
C 0.697 0.431 -0.021 -0.154
C -0.432 0.013 -0.982 -0.161
C -1.649 0.942 -0.889 -0.162
C -2.979 0.195 -1.040 -0.113
C -3.668 -0.084 0.288 -0.427
C -4.368 1.210 0.684 -0.127
O -4.512 1.346 2.085 -0.104
O -5.897 1.340 2.412 0.006
O -2.906 -0.696 1.308 0.112
C -3.806 -1.376 2.090 -0.493
O -3.561 -1.904 3.150 0.180
O -5.036 -1.387 1.465 0.035
C -4.670 -1.223 0.077 -0.690
Br -6.128 -0.857 -1.163 0.919
C -4.100 -2.574 -0.386 -0.246
C -4.961 -3.741 0.083 -0.316
C -4.781 -4.925 -0.849 -0.608
I -2.824 -5.785 -0.620 0.820
H 0.576 -3.596 2.340 0.098
H -0.842 -2.727 1.814 0.073
H -0.471 -4.318 1.158 0.044
H 1.670 -0.190 1.757 0.111
H 0.066 -0.798 1.589 0.118
H 0.395 1.354 0.454 0.108
H 1.609 0.627 -0.570 0.092
H -0.716 -1.022 -0.857 0.097
H -0.036 0.093 -1.983 0.114
H -1.598 1.535 0.016 0.107
H -1.578 1.629 -1.719 0.113
H -3.646 0.821 -1.609 0.114
H -2.808 -0.693 -1.633 0.122
H -5.348 1.230 0.232 0.093
H -3.829 2.071 0.315 0.135
H -6.083 0.435 2.695 0.098
H -4.104 -2.567 -1.463 0.089
H -3.067 -2.725 -0.100 0.099
H -4.676 -4.023 1.084 0.102
H -6.003 -3.454 0.127 0.101
H -4.843 -4.580 -1.867 0.039
H -5.531 -5.683 -0.705 0.046
C 4.715 1.174 1.347 -0.064
C 4.847 1.477 -0.128 -0.150
N 5.662 2.670 -0.434 -0.032
C 6.151 3.604 0.447 0.010
C 6.809 4.535 -0.286 0.010
N 6.708 4.153 -1.602 -0.087
C 6.018 3.020 -1.665 -0.014
C 7.257 4.868 -2.759 0.034
H 4.222 1.989 1.879 0.087
H 4.114 0.278 1.478 0.080
H 5.689 1.003 1.807 0.091
H 3.863 1.634 -0.569 0.121
H 5.308 0.632 -0.638 0.137
H 5.980 3.511 1.503 0.135
H 7.338 5.432 -0.020 0.141
H 5.782 2.477 -2.564 0.178
H 6.452 5.112 -3.446 0.107
H 7.991 4.241 -3.257 0.107
H 7.732 5.783 -2.421 0.102
```

Total charge: +1
Highest occupied orbital energy in eV: -10.82
HOMO-LUMO gap in eV: 7.9
Electronic energy in hartree: -4289.459624
Energy above the lowest of the compared OMol25 structures with the same formula, charge and spin in kcal per mole: 0.0
LUMO energy in eV: -2.95

---

13 unconnected molecules or ions with the total composition C27H80N12O13 at a distorted geometry. Source: the Open Molecules 2025 dataset; level of theory: ωB97M-V/def2-TZVPD.

Geometry as XYZ:
```
132
Properties=species:S:1:pos:R:3:lowdin_charge:R:1
C -10.753 -11.850 0.575 -0.845
O -11.418 -10.975 1.006 0.055
N -11.245 -13.036 0.422 0.169
N -9.463 -11.692 0.499 0.164
H -10.562 -13.773 0.322 0.106
H -12.223 -13.257 0.543 0.125
H -8.895 -12.481 0.227 0.103
H -9.070 -10.767 0.398 0.122
C -7.681 -5.311 -1.144 -0.728
O -6.799 -5.079 -0.323 0.008
N -7.353 -5.805 -2.338 0.142
N -9.010 -5.129 -0.950 0.152
H -6.359 -5.949 -2.450 0.112
H -7.993 -6.142 -3.042 0.102
H -9.634 -5.329 -1.719 0.101
H -9.254 -4.678 -0.080 0.112
C -16.351 -1.778 -0.544 -0.873
O -15.584 -1.536 -1.422 0.046
N -16.054 -2.384 0.548 0.178
N -17.540 -1.332 -0.653 0.168
H -15.099 -2.703 0.638 0.131
H -16.779 -2.424 1.250 0.112
H -17.843 -0.764 -1.431 0.132
H -18.054 -1.450 0.208 0.106
C -1.834 -9.344 -1.321 -0.782
O -1.882 -8.360 -2.091 -0.014
N -1.238 -10.430 -1.595 0.168
N -2.535 -9.423 -0.207 0.155
H -0.657 -10.461 -2.421 0.133
H -1.161 -11.132 -0.873 0.115
H -3.047 -8.589 0.042 0.121
H -2.329 -10.190 0.417 0.105
C 1.604 -8.547 -7.428 -0.798
O 1.829 -9.520 -6.694 0.008
N 0.458 -7.917 -7.497 0.152
N 2.339 -8.127 -8.354 0.163
H 0.441 -7.181 -8.189 0.102
H -0.257 -8.133 -6.817 0.125
H 1.905 -7.469 -8.987 0.112
H 3.169 -8.611 -8.665 0.136
C 0.111 -1.959 -3.374 -0.784
O 0.520 -0.834 -3.443 0.035
N 0.173 -2.712 -4.446 0.151
N -0.305 -2.544 -2.246 0.160
H 0.545 -2.330 -5.304 0.119
H -0.185 -3.653 -4.371 0.102
H -0.300 -2.010 -1.389 0.116
H -0.418 -3.548 -2.240 0.101
C -7.629 2.219 4.844 -0.061
C -9.122 2.308 4.777 -0.564
C -9.676 1.290 3.789 -0.048
O -9.676 2.061 6.022 -0.048
H -7.227 2.220 3.831 0.082
H -7.355 1.284 5.332 0.088
H -7.224 3.012 5.474 0.078
H -9.528 3.295 4.554 0.136
H -9.380 1.839 2.894 0.079
H -10.763 1.350 3.849 0.079
H -9.311 0.269 3.901 0.088
H -9.516 2.873 6.510 0.089
C -6.221 -7.525 -11.153 -0.043
C -5.956 -8.963 -11.723 -0.554
C -7.182 -9.737 -11.950 -0.070
O -5.183 -8.796 -12.845 -0.026
H -5.337 -6.899 -11.278 0.070
H -6.449 -7.589 -10.089 0.068
H -7.117 -7.034 -11.533 0.075
H -5.441 -9.575 -10.982 0.129
H -7.987 -9.488 -11.257 0.088
H -6.966 -10.803 -12.007 0.082
H -7.541 -9.568 -12.965 0.087
H -4.321 -8.585 -12.479 0.094
C -8.760 -7.191 6.266 -0.070
C -10.082 -6.420 6.430 -0.450
C -9.883 -4.989 7.171 -0.048
O -10.666 -6.012 5.198 -0.052
H -8.753 -8.271 6.120 0.066
H -8.087 -7.093 7.117 0.074
H -8.317 -6.876 5.321 0.078
H -10.668 -6.989 7.152 0.118
H -9.162 -4.432 6.573 0.066
H -9.360 -5.075 8.123 0.063
H -10.783 -4.377 7.223 0.068
H -10.683 -6.815 4.671 0.086
C -10.237 -1.392 -8.478 -0.073
C -11.386 -0.768 -9.146 -0.566
C -11.083 0.283 -10.125 -0.058
O -12.211 -1.711 -9.805 -0.045
H -10.519 -2.258 -7.879 0.084
H -9.815 -0.673 -7.775 0.089
H -9.493 -1.683 -9.220 0.089
H -11.959 -0.415 -8.289 0.134
H -12.018 0.673 -10.529 0.090
H -10.476 -0.061 -10.963 0.087
H -10.410 0.987 -9.635 0.087
H -12.139 -2.610 -9.477 0.083
C -2.957 -3.515 5.529 -0.057
C -1.890 -2.573 4.886 -0.543
C -0.547 -3.276 4.937 -0.054
O -2.401 -2.134 3.731 -0.005
H -3.293 -3.250 6.532 0.069
H -2.660 -4.549 5.707 0.069
H -3.946 -3.395 5.087 0.077
H -1.909 -1.734 5.582 0.131
H -0.675 -4.356 4.857 0.064
H 0.107 -3.181 5.803 0.080
H -0.008 -2.987 4.035 0.077
H -2.931 -2.876 3.431 0.093
C -6.131 -14.419 -6.660 -0.069
C -6.281 -13.458 -5.524 -0.538
C -7.521 -12.578 -5.583 -0.048
O -6.383 -14.270 -4.392 -0.051
H -5.313 -15.120 -6.492 0.076
H -5.843 -13.908 -7.578 0.083
H -6.997 -15.073 -6.763 0.093
H -5.439 -12.770 -5.442 0.133
H -7.493 -12.133 -6.578 0.078
H -7.451 -11.738 -4.892 0.077
H -8.407 -13.188 -5.406 0.086
H -5.686 -14.923 -4.497 0.079
C -16.061 -7.632 -4.086 -0.050
C -14.825 -7.674 -5.049 -0.485
C -15.053 -7.771 -6.561 -0.055
O -13.865 -6.669 -4.704 -0.062
H -15.736 -7.602 -3.046 0.076
H -16.526 -8.606 -4.237 0.073
H -16.717 -6.778 -4.253 0.073
H -14.346 -8.600 -4.730 0.122
H -14.144 -8.036 -7.101 0.077
H -15.578 -6.885 -6.919 0.079
H -15.647 -8.671 -6.716 0.072
H -14.378 -5.863 -4.609 0.080
```

Highest occupied orbital energy in eV: -9.47
HOMO-LUMO gap in eV: 9.6
Electronic energy in hartree: -2711.871477
Energy above the lowest of the compared OMol25 structures with the same formula, charge and spin in kcal per mole: 192.4
LUMO energy in eV: 0.12